Entry 1:
Entry from the OMol25 dataset: C41H51CaCl2N4O12P2S2 as an isolated structure (ωB97M-V/def2-TZVPD).

Net charge = -1
LUMO (alpha / beta) = 0.0231 / 0.0058 Ha
Maximum force = 0.014 hartree/bohr
Electronic energy = -5792.2099 hartree

XYZ file:
```
115
Properties=species:S:1:pos:R:3:forces:R:3
Ca 0.9776 -1.0460 -0.1475 0.1656 -0.3623 -0.5846
C -5.6299 -1.8542 5.0461 0.0078 -0.0059 -0.0099
C -5.2214 -1.4595 3.6528 -0.0023 -0.0007 0.0054
C -6.0350 -0.6498 2.8685 0.0030 0.0017 0.0172
C -5.6392 -0.2571 1.5963 -0.0110 0.0044 -0.0056
C -4.4215 -0.6978 1.1103 0.0304 -0.0158 -0.0378
C -3.5939 -1.5195 1.8632 0.0023 -0.0076 0.0056
C -4.0027 -1.8918 3.1313 -0.0179 0.0186 -0.0232
S -3.9210 -0.0416 -0.4919 -0.0743 0.0801 0.0754
O -1.4052 0.3431 1.5782 0.0521 0.0589 -0.0600
O -5.1694 0.1782 -1.2600 0.0057 -0.0011 -0.0069
N -2.9759 -1.2755 -0.9139 0.0618 -0.0951 -0.0788
C -2.9259 -1.9027 -2.0859 0.0403 0.0178 0.0913
C -3.8513 -1.7481 -3.1376 -0.0152 -0.0323 -0.0382
C -3.7283 -2.4838 -4.3172 -0.0300 0.0223 -0.0034
C -2.7156 -3.3928 -4.4866 0.0023 -0.0166 -0.0198
C -1.7629 -3.6067 -3.4554 -0.0103 0.0452 0.0654
C -0.7392 -4.5712 -3.5647 -0.0019 -0.0293 -0.0398
C 0.1265 -4.7583 -2.5274 -0.0209 0.0045 -0.0007
C -0.0173 -3.9436 -1.3892 -0.0862 -0.0987 0.1467
N -0.9488 -3.0247 -1.2574 0.2140 0.1676 -0.1079
C -1.8371 -2.8597 -2.2623 0.0222 -0.0787 -0.0181
H -6.6302 -1.4927 5.2841 -0.0029 0.0010 0.0000
H -4.9348 -1.4429 5.7801 -0.0007 -0.0004 0.0072
H -5.6198 -2.9388 5.1644 -0.0016 -0.0024 0.0012
H -6.9889 -0.3126 3.2578 -0.0023 0.0017 0.0021
H -6.2699 0.3726 0.9827 -0.0007 0.0014 0.0010
H -2.6316 -1.8305 1.4792 -0.0255 -0.0092 0.0052
H -3.3459 -2.5166 3.7261 -0.0081 -0.0063 0.0072
H -4.6622 -1.0471 -3.0108 0.0070 0.0107 0.0130
H -4.4537 -2.3324 -5.1067 -0.0030 -0.0032 0.0027
H -2.6347 -3.9687 -5.4008 0.0075 -0.0022 0.0016
H -0.6686 -5.1643 -4.4696 0.0059 0.0006 -0.0006
H 0.9079 -5.5045 -2.5621 0.0092 0.0001 0.0051
H 0.6457 -4.0735 -0.5354 0.0096 0.0285 -0.0060
C 0.7441 4.7044 3.3112 0.0686 0.0229 0.0832
C 1.5660 4.5143 2.0480 -0.1757 0.0509 -0.0102
C 1.7185 5.8490 1.3360 0.0006 -0.0140 0.0129
O 0.9240 3.6133 1.1264 0.0732 -0.0737 0.1367
P 0.8208 1.9504 1.2399 0.0413 0.2510 -0.0201
O 1.7192 0.9353 0.5092 -0.0156 -0.0658 0.0460
C -0.2884 2.1411 -0.4194 -0.0131 0.0309 0.0094
P 0.4738 1.5794 -1.9193 -0.0460 0.4214 -0.0614
O 0.6236 0.1020 -2.0851 -0.1724 -0.1579 -0.0201
O -0.4618 2.2057 -3.0636 0.0158 -0.0325 0.0401
C -0.6968 1.6220 -4.3657 -0.0145 0.0305 -0.0161
C -1.6903 0.4860 -4.2432 -0.0008 -0.0123 -0.0088
C 0.5831 1.2079 -5.0733 -0.0109 0.0174 0.0276
O 1.9003 2.2322 -2.1958 -0.0266 -0.0233 0.0261
C 2.1516 3.4849 -2.8514 0.0296 -0.0120 -0.0419
C 2.1960 4.5931 -1.8275 -0.0026 0.0283 0.0375
C 3.4692 3.3219 -3.5839 -0.0282 0.0180 -0.0080
O 1.7796 2.0065 2.6572 -0.0109 0.0637 -0.0743
C 2.9704 1.2597 2.8845 0.0353 -0.0206 0.0154
C 4.1330 1.7779 2.0451 0.0100 -0.0140 -0.0063
C 3.2880 1.3889 4.3656 -0.0053 0.0113 -0.0436
H 1.2777 5.3697 3.9948 -0.0172 0.0266 -0.0169
H 0.5894 3.7607 3.8268 0.0007 -0.0082 -0.0124
H -0.2221 5.1565 3.0761 0.0015 -0.0130 -0.0112
H 2.5470 4.1307 2.3161 0.0364 -0.0668 -0.0354
H 0.7452 6.2177 1.0041 -0.0025 -0.0140 -0.0067
H 2.3751 5.7753 0.4739 0.0262 0.0004 -0.0196
H 2.1436 6.5797 2.0271 -0.0042 0.0099 -0.0042
H -0.6281 3.1648 -0.5873 0.0219 0.0033 0.0074
H -1.1851 1.5167 -0.3352 0.0148 -0.0241 -0.0134
H -1.1577 2.4429 -4.9207 0.0025 -0.0065 -0.0068
H -1.2507 -0.3435 -3.6895 0.0139 0.0026 -0.0115
H -1.9795 0.1328 -5.2350 -0.0138 -0.0049 -0.0041
H -2.5862 0.8226 -3.7211 -0.0117 -0.0012 0.0144
H 1.0866 0.4121 -4.5254 0.0097 -0.0100 0.0023
H 1.2643 2.0519 -5.1835 0.0043 -0.0061 0.0019
H 0.3336 0.8432 -6.0714 -0.0030 -0.0017 -0.0026
H 1.3475 3.6718 -3.5672 -0.0118 -0.0084 0.0086
H 3.0180 4.4089 -1.1345 0.0066 0.0116 0.0286
H 1.2763 4.6323 -1.2456 -0.0054 -0.0185 -0.0203
H 2.3487 5.5582 -2.3151 0.0185 0.0028 -0.0020
H 4.2612 3.0939 -2.8693 0.0042 -0.0028 0.0032
H 3.7260 4.2433 -4.1096 -0.0001 -0.0008 -0.0022
H 3.4118 2.5071 -4.3054 0.0140 -0.0040 -0.0025
H 2.7892 0.2090 2.6432 0.0008 0.0053 -0.0124
H 4.4394 2.7737 2.3808 -0.0309 0.0183 -0.0031
H 3.8582 1.8163 0.9923 0.0193 -0.0053 0.0182
H 4.9916 1.1117 2.1573 0.0148 -0.0023 -0.0049
H 3.4098 2.4458 4.6220 0.0139 -0.0059 0.0094
H 4.2144 0.8634 4.6039 -0.0005 -0.0100 -0.0026
H 2.4988 0.9681 4.9848 -0.0400 -0.0107 0.0256
C -1.7591 2.5149 2.3281 -0.0045 -0.0327 0.0214
C -0.7404 1.3858 2.2620 -0.0457 -0.0092 0.0265
N -0.6352 -0.8526 1.4233 -0.0936 0.0005 0.1336
C 0.0121 -1.2023 2.5450 -0.0296 0.1395 0.1925
C 0.0969 -0.4105 3.6529 -0.0219 -0.0738 -0.0092
N -0.4734 0.9292 3.6263 0.1106 0.0154 -0.0448
C 0.6558 -0.8395 4.9179 0.0135 0.0067 0.0132
O 0.2404 -0.0645 5.9809 -0.0088 0.0052 0.0107
O 1.4275 -1.7447 5.1222 -0.0004 0.0016 -0.0019
C 0.6590 -2.5796 2.3571 0.0941 -0.1500 -0.0564
O 0.2737 -3.5534 2.9583 -0.0298 -0.0310 0.0156
O 1.5617 -2.5523 1.4008 -0.1653 -0.0268 0.1778
H -1.8407 3.0612 1.3904 -0.0121 0.0034 -0.0069
H -1.4980 3.2081 3.1241 0.0117 0.0008 -0.0180
H -2.7210 2.0590 2.5700 -0.0067 0.0075 0.0031
H 0.2770 1.5400 3.9472 -0.0542 0.0115 0.0200
H -0.4664 0.5124 5.6480 0.0010 -0.0033 -0.0044
Cl 3.3221 -2.3146 -1.5917 0.1080 0.1135 -0.0137
C 3.3747 -4.0300 -1.8693 -0.0345 0.0065 0.0385
C 3.4972 -4.4440 -3.1830 -0.0022 0.0409 -0.0149
C 3.5367 -5.7970 -3.4713 -0.0019 -0.0190 0.0275
C 3.4349 -6.7178 -2.4393 0.0146 -0.0127 -0.0095
C 3.3011 -6.2813 -1.1332 -0.0028 0.0360 0.0182
Cl 3.1929 -7.4830 0.1099 -0.0060 -0.0141 -0.0205
C 3.2822 -4.9135 -0.7816 -0.0079 -0.0923 0.0866
S 3.1895 -4.4132 0.8800 0.0078 0.0096 -0.0358
H 3.5568 -3.7007 -3.9658 -0.0022 -0.0025 -0.0035
H 3.6398 -6.1332 -4.4940 -0.0010 -0.0036 -0.0045
H 3.4581 -7.7807 -2.6358 0.0029 -0.0013 -0.0021
```
Forces are in eV/Å.

***

Entry 2:
Entry from the OMol25 dataset: the molecule C5H10O (ωB97M-V/def2-TZVPD).

LUMO = 0.0380 Ha
Maximum force = 0.007 hartree/bohr
Electronic energy = -271.7061 hartree

XYZ file:
```
16
Properties=species:S:1:pos:R:3:forces:R:3
C 0.8301 1.1050 1.0310 -0.0522 0.0262 0.0400
C 1.0534 -0.1527 0.2225 0.1204 0.0679 0.0088
C 0.3236 -1.4261 0.5263 -0.0155 -0.1468 0.1373
C 0.0624 -0.7031 -0.7722 -0.0071 0.0137 -0.1771
C -1.3045 -0.0865 -1.0502 -0.0453 -0.3796 -0.0081
O -1.3317 1.3236 -1.1742 0.0247 0.1957 0.1654
H 1.0679 1.9992 0.4441 -0.0617 -0.1252 0.0971
H -0.2043 1.1885 1.3865 0.1255 -0.0487 -0.0183
H 1.4691 1.1046 1.9211 -0.0877 -0.0046 -0.1207
H 2.0915 -0.2786 -0.0825 -0.1754 0.0149 0.0350
H 0.8607 -2.3701 0.5197 -0.0715 0.1572 -0.0271
H -0.4675 -1.3684 1.2736 0.1262 -0.0030 -0.1378
H 0.5292 -1.1439 -1.6507 -0.0761 0.0762 0.1310
H -1.6599 -0.4619 -2.0143 0.0243 -0.0152 0.1413
H -2.0310 -0.4220 -0.2956 0.1137 0.1025 -0.0550
H -1.2890 1.6923 -0.2852 0.0577 0.0688 -0.2117
```
Forces are in eV/Å.

***

Entry 3:
Entry from the OMol25 dataset: C7H23NO3OsP as an isolated structure in a non-equilibrium geometry (ωB97M-V/def2-TZVPD).

Net charge = +1
LUMO (alpha / beta) = -0.1314 / -0.2102 Ha
⟨S²⟩ = 6.03
Maximum force = 0.094 hartree/bohr
Spin multiplicity = 5
Electronic energy = -992.5565 hartree

XYZ file:
```
36
Properties=species:S:1:pos:R:3:forces:R:3
C -0.8304 1.2407 -2.6217 1.2356 0.5644 -0.2937
Os 0.1174 -0.0458 -0.0817 -1.7341 1.3435 -0.3140
N 1.0524 -1.6078 -1.0920 1.1007 -2.1934 -2.1853
H -0.7474 1.1249 0.7479 0.1479 0.0108 -0.3221
H -0.1083 1.3402 -1.7385 -0.7563 0.4949 -1.0579
H -1.3612 2.1753 -2.8160 0.1323 -0.0096 0.5141
H -1.5462 0.4695 -2.3983 -0.2291 -0.4155 -0.1721
H -0.2180 1.0641 -3.5295 -0.3920 -0.3210 0.5888
H 0.8298 -2.5587 -0.7634 -0.1017 0.5284 0.3187
H 2.0761 -1.5802 -1.0673 -0.1091 0.1352 0.1676
H 0.8448 -1.6491 -2.0944 -0.0145 0.0826 0.0238
C 1.4715 2.5469 2.8587 -0.2508 0.0712 0.0464
C 2.2041 1.4071 2.2604 1.1541 -1.6590 0.0412
O 1.9813 0.0769 3.0144 -0.8898 0.6281 -2.4721
P 0.8039 -0.5700 1.9608 -1.5455 -1.0448 4.4457
O -0.4675 -0.0738 2.9295 1.5834 -0.3577 -1.9463
C -1.0010 -0.8159 4.0221 -1.4815 1.0300 -0.5746
C -0.1137 -0.8615 5.1992 0.5217 -0.1732 0.5739
O 0.0492 -2.2861 1.4993 1.2336 2.0360 0.7714
C 0.5500 -3.4585 2.2127 -2.2327 0.7914 -0.6283
C 1.8615 -3.9128 1.7255 0.6427 -0.2011 0.0561
H 0.3973 2.4204 2.7782 -0.1561 0.0057 0.0435
H 1.7587 3.4368 2.3089 0.0181 0.2760 -0.0317
H 1.7462 2.6688 3.8970 0.0277 0.0731 0.2505
H 1.9280 1.2398 1.1679 0.4806 0.4230 1.0590
H 3.2932 1.4822 2.3212 -0.2213 0.2874 -0.1819
H -1.9478 -0.2598 4.2366 0.6814 -0.5950 0.0494
H -1.2694 -1.7645 3.6010 -0.2375 -0.8163 0.2104
H 0.1091 0.1350 5.5724 0.0486 0.0576 -0.0332
H -0.6340 -1.4041 5.9756 -0.0464 -0.1875 0.3736
H 0.8287 -1.3737 4.9953 0.0146 0.0082 0.0193
H 0.5082 -3.1991 3.2631 0.2953 -0.3256 0.3749
H -0.2802 -4.1590 1.9933 0.6781 -0.1229 0.3653
H 2.6451 -3.1761 1.9096 0.0272 0.0015 0.0091
H 2.0986 -4.8108 2.2766 0.3883 -0.3688 0.0666
H 1.8402 -4.1647 0.6689 -0.0134 -0.0579 -0.1563
```
Forces are in eV/Å.

***

Entry 4:
Entry from the OMol25 dataset: a 2-piece molecular cluster, C6H13F7NOSi overall in a non-equilibrium geometry (ωB97M-V/def2-TZVPD).

Net charge = +1
LUMO = -0.1875 Ha
Maximum force = 0.112 hartree/bohr
Electronic energy = -1354.4920 hartree

XYZ file:
```
29
Properties=species:S:1:pos:R:3:forces:R:3
C 1.9025 -2.3386 0.0198 -0.1121 -0.1528 0.1302
C 2.8810 -1.0736 -0.3720 -1.0525 -0.1983 -0.7628
C 1.9813 0.3289 -0.2931 1.6681 -1.6523 0.2803
N 0.8160 0.1593 -1.2435 -0.2147 2.1349 0.8605
Si -0.4520 1.4189 -1.0301 1.5556 -0.9631 -2.2437
C -1.9220 0.8556 0.0800 -1.7680 0.7502 1.1754
F -1.5668 1.2741 1.4876 -0.7980 -0.7625 -2.0570
F -3.1526 1.6501 -0.2538 3.5713 -2.7876 1.1838
C -2.1699 -0.7635 0.1381 -1.4567 -0.4195 3.1273
F -3.3575 -0.9782 1.0474 3.6864 0.5881 -2.9247
F -1.0238 -1.4171 0.8202 -3.6740 2.1597 -2.5855
C -2.5699 -1.4600 -1.2913 -1.4214 -3.6354 -1.8426
F -3.5938 -0.6932 -2.0742 4.2581 -2.5321 2.8914
F -3.2281 -2.7735 -0.9393 2.3624 4.7110 -1.3007
F -1.3786 -1.8508 -2.1287 -4.3835 1.9764 2.9056
H 1.0085 -2.4342 -0.7640 2.1268 0.2306 1.7679
H 1.4208 -2.1751 1.0819 0.9758 -0.2808 -2.0427
H 2.4900 -3.3639 0.0640 -1.1480 2.2313 -0.2079
H 3.8606 -1.0236 0.2776 -2.0482 -0.0504 -1.3166
H 3.1492 -1.2192 -1.5256 -0.2454 0.4138 2.5411
H 1.6089 0.4068 0.8172 0.4316 0.0045 -2.0666
H 2.6951 1.2232 -0.5400 -1.4708 -1.4309 0.4407
H 1.1145 0.0407 -2.2386 -0.3129 0.1369 1.3020
H -0.9910 1.6879 -2.3878 -0.2719 -0.2070 0.3501
H 0.0527 2.7151 -0.5559 -0.0742 -0.0095 0.6268
O 0.2225 2.9747 2.7627 0.0879 0.2343 0.6141
H 0.6877 2.2965 3.3158 -0.3013 0.3404 -0.3109
H 0.2034 3.8575 3.2123 0.0468 -0.4976 -0.2251
H -0.6888 2.6754 2.5133 -0.0172 -0.3322 -0.3103
```
Forces are in eV/Å.